w:
The following is a quantum chemistry calculation of a molecular structure, C4H8BrNO3, from the OMol25 dataset.

```
17
Properties=species:S:1:pos:R:3:nbo_charge:R:1
C -1.68506 -0.02913 -0.78781 -0.63
C 0.08367 0.27704 1.74158 -0.69
C -0.27098 0.63483 -0.84020 0.01
C 0.67966 0.19701 0.31122 0.01
N 1.17355 -1.58325 0.32978 0.58
O 2.30988 -1.72241 0.24651 -0.31
O 0.23457 -2.28613 0.37291 -0.37
O 0.33045 0.29176 -2.06630 -0.73
Br 2.45201 0.99453 0.10633 0.06
H -1.41603 -0.91862 -0.23651 0.23
H -2.32027 0.67083 -0.30635 0.21
H -1.91348 -0.15748 -1.80818 0.24
H -0.72661 -0.38052 1.87280 0.24
H 0.94760 -0.02536 2.46258 0.24
H -0.19202 1.42391 1.87699 0.23
H -0.57680 1.65922 -0.86173 0.19
H 0.88986 0.95378 -2.41361 0.48
```

## Properties
LUMO level ... 0.57 eV
Multiplicity ... 1
Orbital gap ... 0.38556 Eh


x:
The following is a quantum chemistry calculation of a single C4H8BrNO3 molecule, from the OMol25 dataset.

```
17
Properties=species:S:1:pos:R:3:nbo_charge:R:1
C -0.83142 1.95764 0.49233 -0.65
C -1.24002 0.52984 0.84159 -0.07
O -0.20956 -0.43766 1.05360 -0.49
C 0.62756 -0.69488 0.03875 0.46
C 0.15032 -0.78000 -1.34230 -0.76
Br 2.11308 0.87012 0.00463 -0.14
N 1.47637 -1.88167 0.45929 0.48
O 2.31335 -2.30757 -0.32030 -0.36
O 1.20126 -2.39478 1.52557 -0.32
H 0.04505 2.27348 1.14070 0.24
H -0.43657 1.97210 -0.56598 0.21
H -1.71939 2.55351 0.58977 0.22
H -1.67704 0.11552 -0.14632 0.17
H -1.94020 0.59201 1.63336 0.21
H 0.91758 -1.13625 -2.10144 0.29
H -0.70960 -1.51372 -1.45950 0.25
H -0.08075 0.28233 -1.84373 0.26
```

## Properties
LUMO level ... -0.69 eV
Multiplicity ... 1
Orbital gap ... 0.35234 Eh


Most stable to least stable: x, w


w:
The following is a quantum chemistry calculation of 7 unconnected molecules or ions with the total composition C6H25NO7, from the OMol25 dataset.

```
39
Properties=species:S:1:pos:R:3:nbo_charge:R:1
C -3.49032 -0.53185 1.98775 -0.41
C -2.44789 0.27573 2.18391 -0.18
C -1.13623 -0.25922 2.63128 -0.44
C -0.00602 0.06103 1.56573 -0.03
C 1.02113 -1.13817 1.58844 -0.63
N 0.55952 1.31943 1.98540 -0.67
C 1.12651 2.20257 0.95171 0.09
O 2.38620 1.82661 0.39903 -0.80
H -3.43325 -1.60883 2.03892 0.19
H -4.51339 -0.21987 1.80877 0.20
H -2.55256 1.36610 2.08092 0.21
H -1.20773 -1.37550 2.66238 0.20
H -0.80958 -0.02203 3.67574 0.22
H -0.59786 0.13398 0.61959 0.19
H 0.49307 -1.91708 1.01301 0.20
H 1.93661 -0.95392 1.04802 0.22
H 1.31114 -1.38747 2.61951 0.22
H 1.19237 1.29514 2.76203 0.37
H 0.33837 2.39542 0.24162 0.16
H 1.34885 3.19263 1.35274 0.17
H 2.33208 1.31964 -0.47609 0.51
O 3.81372 0.14306 2.01701 -0.98
H 3.19203 0.55462 1.37966 0.49
H 4.30540 0.93124 2.28325 0.46
O 1.60912 0.27347 -1.79258 -1.02
H 2.41957 0.26724 -2.31817 0.47
H 0.96748 1.03019 -2.15331 0.50
O -2.23872 0.16753 -2.05627 -0.98
H -2.50532 -0.25883 -1.20390 0.48
H -2.03744 -0.72202 -2.43857 0.51
O 0.84565 -2.46714 -3.41880 -0.96
H 1.08571 -2.90833 -2.59993 0.49
H 1.26356 -1.60231 -3.25839 0.49
O -1.83483 -2.06787 -3.72451 -0.98
H -0.88218 -2.20876 -3.88660 0.51
H -2.21416 -1.98305 -4.60427 0.48
O -0.26245 1.87643 -2.20740 -0.94
H -0.89810 1.37036 -1.64409 0.52
H -0.48005 1.62984 -3.11352 0.49
```

## Properties
LUMO level ... 0.12 eV
Multiplicity ... 1
Orbital gap ... 0.32209 Eh


x:
The following is a quantum chemistry calculation of 7 unconnected molecules or ions with the total composition C6H25NO7, from the OMol25 dataset.

```
39
Properties=species:S:1:pos:R:3:nbo_charge:R:1
C -3.03328 0.00326 -1.19823 -0.60
C -1.68404 0.56758 -1.79346 -0.23
C -1.57232 2.08906 -1.55223 -0.61
C -0.57733 -0.16092 -1.02301 -0.22
N 0.24040 -1.05137 -1.88089 -0.64
C 1.05197 -2.03407 -1.13321 -0.33
C 2.43628 -1.47826 -0.77521 0.44
O 2.77711 -1.74568 0.37259 -0.58
H -3.85132 0.46555 -1.74529 0.21
H -3.12518 -1.08099 -1.25171 0.20
H -3.07737 0.31931 -0.15254 0.21
H -1.64251 0.34550 -2.85618 0.20
H -0.51798 2.32276 -1.47471 0.22
H -2.14478 2.38568 -0.68650 0.21
H -1.83063 2.66006 -2.44836 0.21
H 0.07509 0.49830 -0.42598 0.20
H -1.00144 -0.78495 -0.19110 0.16
H -0.42184 -1.53946 -2.47861 0.36
H 1.23425 -2.92442 -1.73453 0.23
H 0.61330 -2.33658 -0.18786 0.21
H 3.21162 -1.15227 -1.48107 0.18
O 1.73851 2.38273 -0.28379 -0.95
H 2.07783 2.87425 0.47537 0.48
H 2.05429 1.48058 -0.11133 0.48
O 0.90481 1.34981 3.82230 -1.00
H 1.61366 1.97499 3.66462 0.47
H 1.13945 0.59025 3.21292 0.50
O 1.35921 -0.76481 2.43353 -1.00
H 1.97554 -1.23922 1.82128 0.52
H 0.99126 -1.42993 3.03329 0.50
O -0.51597 -2.90153 2.10493 -0.95
H -1.31639 -3.36725 1.85932 0.47
H -0.67898 -2.00845 1.77528 0.48
O 2.51066 1.06240 -2.44792 -0.99
H 2.27687 1.88686 -1.97460 0.49
H 1.68759 0.56642 -2.56070 0.48
O -1.71887 0.51967 2.75457 -0.97
H -0.89374 0.65531 3.23436 0.49
H -2.36572 0.99983 3.28462 0.47
```

## Properties
LUMO level ... 0.35 eV
Multiplicity ... 1
Orbital gap ... 0.36360 Eh


Most stable to least stable: x, w


w:
The following is a quantum chemistry calculation of 2 unconnected molecules or ions with the total composition C3H9NO3, from the OMol25 dataset.

```
16
Properties=species:S:1:pos:R:3:nbo_charge:R:1
N -0.61954 -0.77078 1.65045 -0.89
C 0.08458 -1.20882 0.53243 0.92
O 1.34305 -1.31038 0.57299 -0.75
O -0.67608 -2.13265 -0.14232 -0.72
H -1.60173 -1.00213 1.65768 0.40
H -0.04182 -0.64503 2.46718 0.41
H -0.08358 -2.47424 -0.83264 0.49
C -1.11235 1.06759 -0.82547 -0.25
O 0.05133 0.25377 -0.79088 -0.58
C 1.54665 0.96803 -0.44995 -0.20
H -1.97508 0.43040 -1.04240 0.20
H -1.02678 1.78296 -1.64648 0.18
H -1.24858 1.56521 0.13836 0.18
H 2.42502 0.36854 -0.66101 0.23
H 1.46554 1.34847 0.56369 0.20
H 1.46939 1.75906 -1.19164 0.18
```

## Properties
LUMO level ... 0.90 eV
Multiplicity ... 1
Orbital gap ... 0.38224 Eh


x:
The following is a quantum chemistry calculation of 2 unconnected molecules or ions with the total composition C3H9NO3, from the OMol25 dataset.

```
16
Properties=species:S:1:pos:R:3:nbo_charge:R:1
N 0.67208 -0.09863 -0.72010 -0.85
C 0.37702 -0.99137 0.41704 -0.24
C 0.83694 -0.43416 1.74675 -0.07
O 0.34616 -1.26537 2.78423 -0.72
H 1.65914 -0.15476 -0.96158 0.37
H 0.55102 0.87008 -0.42709 0.38
H 0.83173 -1.96123 0.23204 0.20
H -0.71263 -1.07761 0.46664 0.20
H 1.93686 -0.42877 1.76908 0.15
H 0.51712 0.60733 1.86828 0.16
H 0.61929 -0.87836 3.61901 0.47
O -0.87455 2.29211 -1.86061 -0.61
C -1.72332 1.52998 -2.21917 0.65
O -1.60147 0.20403 -2.28681 -0.71
H -2.70647 1.83652 -2.59020 0.10
H -0.72893 -0.04982 -1.83752 0.51
```

## Properties
LUMO level ... 0.73 eV
Multiplicity ... 1
Orbital gap ... 0.40249 Eh


Most stable to least stable: x, w


w:
The following is a quantum chemistry calculation of 2 unconnected molecules or ions with the total composition C3H9NO3, from the OMol25 dataset.

```
16
Properties=species:S:1:pos:R:3:nbo_charge:R:1
N 1.73864 0.50936 1.13859 -0.83
C 0.62703 -0.20714 0.49610 -0.21
C -0.80542 0.09295 0.94941 -0.52
C -1.62536 -1.17043 1.14987 0.80
O -2.68182 -1.36920 0.61436 -0.57
O -1.14094 -2.00637 2.10177 -0.72
H 1.67127 0.26610 2.11220 0.36
H 2.58258 0.25730 0.65914 0.37
H 0.74810 -1.29710 0.62985 0.17
H 0.65458 -0.07322 -0.58563 0.19
H -0.81820 0.53267 1.95405 0.23
H -1.34842 0.66985 0.20752 0.24
H -1.84988 -2.23023 2.71725 0.50
O 2.74998 3.41428 -5.21945 -0.93
H 2.51650 3.32983 -6.13565 0.46
H 2.90715 2.51659 -4.96056 0.46
```

## Properties
LUMO level ... 0.61 eV
Multiplicity ... 1
Orbital gap ... 0.37069 Eh


x:
The following is a quantum chemistry calculation of 2 unconnected molecules or ions with the total composition C3H9NO3, from the OMol25 dataset.

```
16
Properties=species:S:1:pos:R:3:nbo_charge:R:1
C -0.54142 0.64806 -1.14153 -0.73
C -1.37071 -0.41560 -0.49128 0.69
O -2.52655 -0.60726 -0.79448 -0.58
N -0.75372 -1.25086 0.45545 -0.67
C 0.08942 -0.69063 1.49719 0.10
O 1.28219 -0.15423 1.00909 -0.73
H -0.39468 1.52012 -0.50996 0.24
H 0.44996 0.34435 -1.45689 0.24
H -1.08590 0.98746 -2.02301 0.24
H -1.45819 -1.87096 0.83515 0.39
H -0.42003 0.08742 2.06573 0.16
H 0.28345 -1.48644 2.21812 0.16
H 1.70928 -0.86077 0.48961 0.48
O 2.79741 1.58841 -0.72433 -0.96
H 2.38662 1.35891 0.12172 0.49
H 3.36635 2.34052 -0.53862 0.47
```

## Properties
LUMO level ... 0.60 eV
Multiplicity ... 1
Orbital gap ... 0.38200 Eh


y:
The following is a quantum chemistry calculation of 3 unconnected molecules or ions with the total composition C3H9NO3, from the OMol25 dataset.

```
16
Properties=species:S:1:pos:R:3:nbo_charge:R:1
C -0.38139 0.16341 1.25426 -0.23
N -1.41023 1.17813 1.34876 -0.61
C -1.25867 2.26580 0.51439 0.88
O 0.13627 -2.28808 -2.03500 -1.09
O -0.32068 2.93355 0.45444 -0.32
C -0.02167 -0.21177 -0.19405 -0.61
H 0.54795 0.46980 1.73431 0.22
H -0.83436 -0.65222 1.82923 0.22
H -1.70305 1.39785 2.29099 0.44
H -0.02582 -2.73101 -2.87259 0.43
H 0.76169 -0.93377 -0.35134 0.32
H 0.33322 0.73577 -0.65490 0.18
H -0.97948 -0.39322 -0.71100 0.24
H 2.87251 -3.03489 -1.10312 0.46
H 1.41694 -2.45158 -1.29709 0.50
O 2.27301 -2.38632 -0.71632 -1.04
```

## Properties
LUMO level ... -4.50 eV
Multiplicity ... 1
Orbital gap ... 0.10262 Eh


z:
The following is a quantum chemistry calculation of 2 unconnected molecules or ions with the total composition C3H9NO3, from the OMol25 dataset.

```
16
Properties=species:S:1:pos:R:3:nbo_charge:R:1
C 1.09905 -1.10998 -0.43902 -0.73
C 1.03935 0.18795 -1.05078 0.67
O 1.96338 0.50306 -1.88815 -0.64
N -0.00837 1.03810 -0.78462 -0.64
C -0.84274 1.29783 0.36133 0.10
O -2.07029 1.69444 0.01669 -0.69
H 0.94622 -1.86240 -1.21192 0.26
H 2.16711 -1.24929 -0.24445 0.26
H 0.51299 -1.20072 0.48873 0.21
H 0.36586 1.92198 -1.14436 0.40
H -0.79980 0.47903 1.16187 0.15
H -0.48893 2.15730 0.91951 0.17
H -2.71318 0.91853 0.04738 0.47
O -0.58739 -2.88569 2.69652 -0.93
H -1.02617 -2.69530 3.57592 0.47
H -1.12502 -2.48516 2.07001 0.46
```

## Properties
LUMO level ... 0.13 eV
Multiplicity ... 1
Orbital gap ... 0.36308 Eh


Most stable to least stable: x, w, z, y